1.
{"formula": "C22H25", "method": "ωB97M-V with the def2-TZVPD basis set", "e_tot_ev": -23209.79005, "total_charge": 1, "e_above_lowest_kcal_mol": 52.1, "homo_energy_ev": -11.84, "symbols": ["C", "C", "C", "C", "C", "C", "C", "C", "C", "C", "C", "C", "C", "C", "H", "H", "H", "H", "H", "H", "H", "H", "H", "H", "H", "H", "H", "C", "C", "C", "C", "C", "C", "C", "C", "H", "H", "H", "H", "H", "H", "H", "H", "H", "H", "H", "H"], "positions_angstrom": [[-4.875, -0.631, 2.484], [-3.446, -0.269, 2.221], [-3.118, 1.088, 2.234], [-1.796, 1.492, 1.953], [-0.792, 0.514, 1.614], [0.579, 1.013, 1.261], [1.771, 0.410, 1.971], [2.912, 1.272, 2.115], [4.185, 0.725, 2.281], [4.317, -0.684, 2.337], [3.182, -1.504, 2.400], [1.898, -0.953, 2.346], [-1.157, -0.841, 1.502], [-2.450, -1.229, 1.943], [-4.953, -1.718, 2.532], [-5.258, -0.190, 3.422], [-5.524, -0.292, 1.657], [-3.823, 1.885, 2.498], [-1.471, 2.536, 1.955], [0.614, 2.117, 1.453], [2.728, 2.357, 2.004], [5.008, 1.418, 2.358], [5.323, -1.063, 2.395], [3.337, -2.582, 2.503], [1.030, -1.592, 2.579], [-0.481, -1.608, 1.007], [-2.738, -2.273, 2.071], [-0.582, 1.456, -2.685], [0.134, 0.868, -3.868], [1.713, 1.024, -3.762], [2.516, 0.035, -2.970], [2.759, 0.190, -1.646], [2.131, 1.152, -0.770], [0.761, 1.315, -0.480], [-0.286, 0.642, -1.354], [-0.285, 2.515, -2.535], [-1.661, 1.463, -2.892], [-0.092, -0.198, -3.977], [-0.171, 1.398, -4.776], [2.088, 0.937, -4.783], [1.930, 2.057, -3.446], [3.096, -0.733, -3.569], [3.469, -0.504, -1.144], [2.815, 1.747, -0.147], [0.459, 2.455, -0.292], [-1.198, 0.657, -0.752], [-0.036, -0.416, -1.563]]}

---

2.
{"formula": "C12H18AlBBr2F7O4", "method": "ωB97M-V with the def2-TZVPD basis set", "e_tot_ev": -187312.70598, "total_charge": -1, "homo_energy_ev": -5.24, "symbols": ["C", "C", "O", "B", "O", "Al", "C", "C", "C", "C", "O", "O", "C", "Br", "C", "C", "Br", "C", "F", "F", "C", "F", "F", "C", "F", "F", "F", "H", "H", "H", "H", "H", "H", "H", "H", "H", "H", "H", "H", "H", "H", "H", "H", "H", "H"], "positions_angstrom": [[-0.322, 3.734, 3.389], [-0.492, 2.259, 3.706], [-0.132, 1.449, 2.594], [-1.070, 0.934, 1.726], [-2.376, 1.462, 1.840], [-0.513, -0.523, 0.229], [0.957, 0.192, -0.962], [2.386, -0.001, -0.439], [3.532, 0.554, -1.347], [3.113, 0.624, -2.784], [3.154, -0.277, -3.570], [2.639, 1.846, -3.132], [-2.231, -0.895, -0.848], [-3.480, -1.737, 0.406], [-2.827, 0.352, -1.422], [-1.916, 0.992, -2.463], [-4.601, 0.028, -2.342], [0.137, -2.220, 1.277], [1.481, -2.119, 1.597], [-0.517, -2.241, 2.502], [-0.021, -3.679, 0.781], [0.731, -4.529, 1.523], [-1.295, -4.080, 0.907], [0.398, -3.895, -0.708], [1.233, -2.931, -1.121], [-0.677, -3.868, -1.510], [1.012, -5.073, -0.885], [-1.072, 4.068, 2.670], [0.673, 3.903, 2.968], [-0.418, 4.334, 4.300], [0.180, 1.977, 4.523], [-1.515, 2.048, 4.025], [-3.014, 0.771, 2.054], [0.863, -0.269, -1.957], [0.791, 1.267, -1.110], [2.468, 0.522, 0.519], [2.591, -1.054, -0.252], [4.397, -0.113, -1.311], [3.859, 1.538, -1.007], [2.098, 1.713, -3.926], [-2.061, -1.608, -1.659], [-3.087, 1.064, -0.640], [-1.168, 1.608, -1.958], [-2.484, 1.641, -3.128], [-1.400, 0.234, -3.056]]}

---

3.
{"formula": "C4H5NO", "method": "ωB97M-V with the def2-TZVPD basis set", "smiles": "N#CC[C@H]1CO1", "e_tot_ev": -7764.97347, "total_charge": 0, "e_above_lowest_kcal_mol": 35.8, "homo_energy_ev": -11.00, "symbols": ["N", "C", "C", "C", "C", "O", "H", "H", "H", "H", "H"], "positions_angstrom": [[-2.786, -0.965, -0.552], [-1.808, -0.360, -0.673], [-0.564, 0.407, -0.797], [0.218, 0.422, 0.503], [1.308, -0.522, 0.736], [1.565, 0.833, 0.375], [-0.807, 1.434, -1.098], [0.057, -0.028, -1.587], [-0.309, 0.836, 1.364], [1.573, -0.795, 1.758], [1.554, -1.261, -0.029]]}

---

4.
{"formula": "C3H10N2O4", "method": "ωB97M-V with the def2-TZVPD basis set", "smiles": "CNC(O)(O)C(N)(O)O", "e_tot_ev": -14443.29382, "total_charge": 0, "e_above_lowest_kcal_mol": 16.3, "homo_energy_ev": -9.71, "symbols": ["C", "N", "C", "O", "O", "C", "N", "O", "O", "H", "H", "H", "H", "H", "H", "H", "H", "H", "H"], "positions_angstrom": [[-2.604, -0.470, 0.090], [-1.040, -0.750, -0.022], [-0.308, 0.450, 0.058], [-0.422, 1.335, -1.009], [-0.602, 1.116, 1.208], [1.287, -0.161, 0.018], [2.141, 0.868, 0.521], [1.518, -0.454, -1.356], [1.482, -1.307, 0.763], [-2.776, -0.139, 1.109], [-3.096, -1.420, -0.104], [-2.952, 0.294, -0.609], [-0.866, -1.189, -0.920], [0.028, 0.940, -1.771], [0.203, 1.331, 1.699], [2.089, 1.700, -0.053], [3.105, 0.554, 0.581], [2.163, -1.171, -1.414], [0.650, -1.526, 1.210]]}

---

5.
{"formula": "C12H46O12", "method": "ωB97M-V with the def2-TZVPD basis set", "e_tot_ev": -37749.38877, "total_charge": -2, "e_above_lowest_kcal_mol": 71.8, "homo_energy_ev": 0.69, "symbols": ["C", "O", "H", "H", "H", "C", "O", "H", "H", "H", "C", "O", "H", "H", "H", "H", "C", "O", "H", "H", "H", "H", "C", "O", "H", "H", "H", "H", "C", "O", "H", "H", "H", "H", "C", "O", "H", "H", "H", "H", "C", "O", "H", "H", "H", "H", "C", "O", "H", "H", "H", "H", "C", "O", "H", "H", "H", "H", "C", "O", "H", "H", "H", "H", "C", "O", "H", "H", "H", "H"], "positions_angstrom": [[3.230, -1.981, -5.046], [3.920, -0.805, -5.317], [3.929, -2.764, -4.753], [2.469, -1.804, -4.286], [2.699, -2.380, -5.910], [-0.307, 0.146, -0.476], [0.317, 1.363, -0.699], [-0.568, -0.454, -1.348], [0.291, -0.488, 0.179], [-1.291, 0.179, -0.007], [-2.197, -4.049, -5.437], [-3.555, -4.050, -5.847], [-1.851, -5.079, -5.341], [-1.506, -3.495, -6.072], [-2.106, -3.612, -4.443], [-3.626, -3.811, -6.775], [6.540, -0.865, -1.046], [5.507, 0.139, -0.841], [7.359, -0.661, -0.357], [6.267, -1.909, -0.896], [7.064, -0.855, -2.002], [5.069, -0.028, -0.003], [0.164, 2.419, 4.141], [-0.270, 3.282, 3.140], [1.195, 2.135, 3.934], [0.141, 2.837, 5.148], [-0.451, 1.519, 4.128], [-0.154, 2.792, 2.323], [-6.010, -1.019, -1.348], [-6.330, -2.184, -0.545], [-4.921, -0.976, -1.364], [-6.381, -1.153, -2.364], [-6.363, -0.099, -0.884], [-5.984, -2.957, -0.998], [5.529, -1.253, 3.640], [4.439, -1.012, 2.792], [5.609, -2.325, 3.820], [6.448, -1.024, 3.101], [5.561, -0.683, 4.569], [3.659, -1.416, 3.179], [-3.724, -1.491, 4.052], [-3.095, -2.453, 4.884], [-3.110, -1.411, 3.154], [-4.701, -1.870, 3.753], [-3.762, -0.528, 4.560], [-3.748, -2.790, 5.502], [1.576, -4.158, 4.221], [1.147, -2.880, 4.203], [2.616, -4.308, 3.934], [1.283, -4.647, 5.150], [0.887, -4.740, 3.609], [0.216, -2.869, 4.438], [2.146, 6.815, 1.506], [2.536, 5.674, 0.762], [2.618, 7.773, 1.283], [1.071, 6.979, 1.438], [2.466, 6.561, 2.516], [1.957, 4.954, 1.023], [-4.403, 3.802, 1.174], [-3.840, 3.603, -0.105], [-4.594, 2.829, 1.627], [-3.748, 4.374, 1.830], [-5.380, 4.284, 1.125], [-2.960, 3.239, 0.018], [-1.271, 1.593, -5.848], [-0.344, 2.662, -5.783], [-1.820, 1.491, -4.912], [-2.057, 1.803, -6.573], [-0.686, 0.694, -6.043], [-0.815, 3.395, -6.185]]}

---

6.
{"formula": "CH3ClO2PS", "method": "ωB97M-V with the def2-TZVPD basis set", "smiles": "[O-]P(Cl)SCO", "e_tot_ev": -37829.69335, "total_charge": -1, "e_above_lowest_kcal_mol": 51.4, "homo_energy_ev": -3.32, "symbols": ["O", "P", "Cl", "S", "C", "O", "H", "H", "H"], "positions_angstrom": [[-2.654, 0.237, -0.938], [-1.708, 0.152, 0.198], [-2.436, -1.402, 1.380], [-0.046, -0.880, -0.839], [1.380, -0.111, 0.016], [0.963, 1.125, 0.374], [1.621, -0.721, 0.849], [2.252, -0.123, -0.759], [0.628, 1.724, -0.280]]}